Molecular formula: C27H66N2O15P3
Method: DFT, ωB97M-V with the def2-TZVPD basis set

Output
- Kohn-Sham gap: 3.0661 eV
- Max |F|: 0.092 hartree/bohr
- HOMO level: -1.348 eV
- Energy: -90625.9132 eV

```
! wB97M-V def2-TZVPD RIJCOSX def2/J DEFGRID3
* xyz -1 1
O 0.94884 -1.07359 -0.28488
H 1.01728 -0.79837 -1.20203
H 0.43159 -1.88154 -0.24929
H 0.35749 -0.41570 0.08807
C 0.37605 2.22359 -0.85613
C 1.40593 2.44330 -1.95556
C 2.45151 3.44866 -1.37321
C 3.76000 3.46741 -2.12570
C 4.39636 2.15870 -2.34564
C 3.41728 1.13530 -3.00261
N 2.05817 1.15265 -2.33084
O 1.05816 0.17807 -2.89999
C 4.15696 -0.24910 -2.85692
C 3.46700 1.55786 -4.53688
C 0.67610 3.17263 -3.07487
H 0.02425 3.19686 -0.51395
H 0.93465 1.66856 -0.10248
H -0.44424 1.66758 -1.31010
H 2.64338 3.32421 -0.30747
H 2.17080 4.49300 -1.50979
H 4.56022 4.11116 -1.76055
H 3.55730 3.79199 -3.14632
H 4.92368 1.78616 -1.46744
H 5.37418 2.19327 -2.82603
H 3.85129 -0.92117 -3.65879
H 3.98511 -0.70574 -1.88222
H 5.24467 -0.23354 -2.92570
H 3.05204 0.74537 -5.13334
H 4.41884 1.99028 -4.84527
H 2.72232 2.30692 -4.80607
H -0.05923 3.91512 -2.76487
H 0.00301 2.58315 -3.69741
H 1.36595 3.55005 -3.82970
C -2.79124 -2.41605 -1.25350
C -3.80376 -2.57231 -2.47607
C -5.16753 -2.10194 -2.02745
C -5.24026 -0.57447 -1.72293
C -5.08099 0.12059 -3.10122
C -3.73281 -0.27112 -3.73125
N -3.45217 -1.76592 -3.63973
O -2.13541 -2.17557 -4.27327
C -2.68092 0.72925 -3.14423
C -3.95335 -0.04125 -5.24378
C -3.87247 -4.06325 -2.94148
H -2.48904 -1.37496 -1.13980
H -1.82228 -2.91284 -1.30272
H -3.30156 -2.79713 -0.36894
H -5.37941 -2.49043 -1.03131
H -5.94493 -2.42320 -2.72065
H -4.47044 -0.36431 -0.98043
H -6.15713 -0.17084 -1.29335
H -5.10220 1.15298 -2.75218
H -5.83546 -0.20611 -3.81686
H -3.14479 1.68227 -3.39855
H -1.71553 0.79663 -3.64580
H -2.49799 0.67887 -2.07087
H -4.46279 0.86425 -5.57339
H -4.51556 -0.84244 -5.72347
H -2.92954 -0.10623 -5.61215
H -3.04056 -4.38949 -3.56566
H -4.79241 -4.28981 -3.48044
H -4.00425 -4.68236 -2.05410
C -1.22370 3.58601 3.74380
O -0.83951 2.67290 2.75708
P -1.78432 1.37627 2.27553
O -1.01279 0.47067 1.33528
O -3.12281 2.18175 1.74376
C -4.34581 1.60073 1.40864
O -2.34879 0.65380 3.61579
C -2.06382 -0.73565 3.80391
H -0.70121 4.54220 3.71596
H -1.05770 3.12283 4.71643
H -2.30494 3.69276 3.65636
H -4.98421 1.41876 2.27318
H -4.09283 0.60671 1.03983
H -5.04960 2.16210 0.79410
H -2.96718 -1.33624 3.69740
H -1.73195 -0.86184 4.83446
H -1.25770 -1.09990 3.16706
C 3.52037 -3.70758 1.29756
O 2.51770 -4.39579 2.13708
P 1.01301 -3.85479 2.38824
O 0.33118 -3.43041 1.14290
O 0.33363 -4.98244 3.18459
C 0.47273 -6.34362 2.74510
O 1.17947 -2.66251 3.50603
C 1.89438 -2.96270 4.67897
H 2.96192 -3.22635 0.49466
H 4.23958 -4.39915 0.85875
H 3.96459 -2.85366 1.80902
H -0.24236 -7.03838 3.18563
H 1.45681 -6.64203 3.10656
H 0.40347 -6.44036 1.66161
H 2.96913 -3.13518 4.62177
H 1.59584 -3.84154 5.25046
H 1.79149 -2.13056 5.37542
C 3.51342 0.70314 1.47348
O 3.51056 1.97906 2.10695
P 3.18213 2.04398 3.67769
O 4.14179 1.28031 4.64293
O 2.78434 3.58235 3.91911
C 2.78050 4.07386 5.28509
O 1.67401 1.42708 3.63063
C 1.33109 0.26505 4.35710
H 2.70555 0.89337 0.76691
H 3.37908 -0.12918 2.16435
H 4.46008 0.60693 0.94181
H 2.14909 3.51624 5.97682
H 2.77219 5.14794 5.47053
H 3.78809 3.77689 5.57607
H 0.54470 -0.22828 3.78585
H 0.77635 0.45159 5.27664
H 2.20239 -0.37312 4.50433
*
```